Computed, not measured: a 3-piece molecular cluster, C24H42BrN3O4 overall, with ωB97M-V/def2-TZVPD.

Last column: Löwdin charge in e.
Element x y z (Å)
1 C 5.218 0.501 0.176  -0.096
2 C 4.746 0.994 -1.218  -0.249
3 C 4.116 -0.175 -1.968  -0.173
4 C 3.641 0.152 -3.392  -0.306
5 C 2.990 1.525 -3.479  -0.048
6 N 2.722 -0.871 -3.933  0.065
7 C 2.941 -2.241 -3.549  -0.365
8 O 3.786 -2.931 -4.020  0.163
9 C 1.862 -2.574 -2.566  -0.098
10 C 1.755 -3.589 -1.636  0.025
11 C 0.618 -3.592 -0.819  -0.001
12 C -0.363 -2.608 -0.943  -0.200
13 C -1.571 -2.588 -0.037  -0.153
14 C -1.758 -1.188 0.603  -0.296
15 C -2.244 -1.258 2.041  -0.566
16 Br -0.768 -1.768 3.209  0.702
17 C -0.247 -1.605 -1.918  0.057
18 C 0.881 -1.609 -2.716  -0.071
19 C 1.314 -0.686 -3.819  -0.366
20 O 0.608 -0.025 -4.513  0.146
21 H 4.421 0.646 0.899  0.070
22 H 5.393 -0.571 0.146  0.064
23 H 6.116 1.025 0.480  0.066
24 H 4.000 1.757 -1.039  0.098
25 H 5.611 1.381 -1.751  0.111
26 H 4.809 -1.013 -1.996  0.119
27 H 3.247 -0.474 -1.377  0.125
28 H 4.523 0.204 -4.031  0.147
29 H 2.261 1.641 -2.676  0.092
30 H 3.735 2.303 -3.352  0.081
31 H 2.507 1.671 -4.438  0.082
32 H 2.535 -4.330 -1.543  0.122
33 H 0.496 -4.357 -0.067  0.114
34 H -2.462 -2.833 -0.607  0.124
35 H -1.425 -3.281 0.787  0.088
36 H -0.777 -0.719 0.626  0.094
37 H -2.400 -0.545 0.006  0.107
38 H -2.539 -0.273 2.374  0.055
39 H -3.061 -1.961 2.147  0.067
40 H -0.986 -0.826 -2.048  0.124
41 C -4.810 2.324 -5.093  -0.071
42 C -4.779 2.272 -3.569  -0.432
43 C -3.595 1.484 -2.990  -0.215
44 O -3.700 0.076 -3.085  -0.207
45 C -3.392 -0.460 -4.365  -0.099
46 N -6.069 1.768 -3.085  0.038
47 H -5.194 1.402 -5.527  0.064
48 H -5.466 3.128 -5.425  0.076
49 H -3.816 2.510 -5.505  0.079
50 H -4.670 3.300 -3.212  0.134
51 H -3.546 1.696 -1.918  0.117
52 H -2.645 1.823 -3.425  0.122
53 H -2.592 0.099 -4.856  0.091
54 H -4.284 -0.479 -4.995  0.075
55 H -3.063 -1.489 -4.224  0.086
56 H -6.103 1.851 -2.073  0.069
57 H -6.092 0.765 -3.253  0.068
58 C 0.139 2.466 6.973  -0.073
59 C -0.239 1.231 6.160  -0.434
60 C -0.325 -0.063 6.983  -0.214
61 O 0.919 -0.624 7.352  -0.189
62 C 1.556 -0.019 8.461  -0.109
63 N 0.685 1.104 5.029  0.038
64 H 1.208 2.509 7.179  0.064
65 H -0.115 3.370 6.419  0.074
66 H -0.396 2.495 7.925  0.077
67 H -1.240 1.405 5.753  0.133
68 H -0.808 -0.821 6.363  0.099
69 H -0.957 0.076 7.871  0.121
70 H 0.829 0.312 9.209  0.090
71 H 2.177 0.826 8.154  0.075
72 H 2.208 -0.765 8.913  0.087
73 H 0.357 0.360 4.419  -0.023
74 H 1.568 0.758 5.394  0.071

Structure (SMILES): CCC[C@H](C)N1C(=O)c2ccc(CCCBr)cc2C1=O.COC[C@@H](C)N.COC[C@@H](C)N

Computed, not measured: C24H42Ca2F6KN4NaO19S3 as an isolated structure, with ωB97M-V/def2-TZVPD.

Last column: Löwdin charge in e.
Element x y z (Å)
1 C -2.238 2.249 1.306  -0.076
2 O -2.362 0.949 0.745  -0.180
3 C -3.279 0.912 -0.327  -0.161
4 C -2.591 1.397 -1.596  -0.004
5 C -3.095 2.168 -2.540  -0.153
6 O -4.288 2.725 -2.693  0.023
7 C -4.480 3.852 -1.826  -0.123
8 C -5.994 4.032 -1.625  -0.148
9 N -6.547 3.145 -0.568  -0.027
10 C -7.818 2.544 -0.943  -0.194
11 C -7.698 1.043 -1.246  -0.442
12 C -7.493 0.166 0.110  -0.393
13 O -6.626 0.741 -2.094  0.000
14 C -1.941 2.317 -3.536  -0.430
15 O -1.910 3.141 -4.307  0.286
16 O -1.031 1.345 -3.314  0.173
17 C -1.154 1.022 -1.967  -0.403
18 O -0.335 0.542 -1.339  0.219
19 H -3.073 2.917 1.059  0.081
20 H -1.300 2.742 1.016  0.100
21 H -2.217 2.136 2.396  0.096
22 H -4.166 1.530 -0.117  0.105
23 H -3.598 -0.137 -0.453  0.116
24 H -3.982 3.758 -0.857  0.117
25 H -4.146 4.783 -2.301  0.147
26 H -6.217 5.071 -1.349  0.133
27 H -6.501 3.868 -2.583  0.131
28 H -6.771 3.765 0.200  0.115
29 H -8.328 3.026 -1.788  0.138
30 H -8.499 2.613 -0.075  0.103
31 H -8.673 0.676 -1.744  0.106
32 H -6.408 0.135 0.418  0.050
33 H -8.073 0.663 0.969  0.012
34 H -7.897 -0.933 -0.094  -0.139
35 H -6.574 -0.211 -2.222  0.092
36 Ca -9.792 -0.062 0.263  1.182
37 C 2.613 -1.032 -1.901  -0.041
38 C 3.192 -2.195 -2.678  -0.149
39 O 3.403 -3.340 -1.811  0.051
40 C 2.357 -4.089 -1.547  -0.422
41 O 1.250 -3.893 -1.965  0.149
42 C 2.768 -5.268 -0.650  -0.534
43 F 3.562 -4.872 0.370  0.161
44 F 3.440 -6.186 -1.327  0.209
45 F 1.715 -5.890 -0.104  0.144
46 H 3.249 -0.795 -1.042  0.069
47 H 2.531 -0.146 -2.530  0.089
48 H 1.619 -1.270 -1.513  0.059
49 H 4.169 -1.927 -3.072  0.139
50 H 2.565 -2.468 -3.526  0.135
51 O -0.078 -8.442 0.339  -0.616
52 S 1.227 -9.221 0.223  0.258
53 O 1.703 -9.084 -1.155  -0.254
54 O 0.957 -10.632 0.517  -0.192
55 O 2.188 -8.684 1.160  -0.196
56 C 5.978 2.565 5.081  -0.087
57 C 5.774 3.018 3.632  -0.213
58 C 4.309 3.066 3.200  -0.112
59 N 3.783 1.821 2.503  -0.253
60 C 2.267 1.968 2.477  -0.082
61 C 1.550 0.736 1.954  -0.143
62 C 1.973 -0.502 2.739  -0.243
63 C 3.482 -0.658 2.718  -0.182
64 C 4.169 0.576 3.244  -0.097
65 C 4.325 1.796 1.112  0.046
66 H 5.803 1.499 5.213  0.066
67 H 7.003 2.765 5.393  0.083
68 H 5.314 3.106 5.757  0.084
69 H 6.387 2.417 2.959  0.106
70 H 6.158 4.037 3.563  0.122
71 H 4.157 3.879 2.491  0.138
72 H 3.665 3.250 4.060  0.134
73 H 1.958 2.159 3.506  0.145
74 H 2.037 2.843 1.870  0.145
75 H 0.472 0.883 2.051  0.116
76 H 1.742 0.600 0.883  0.106
77 H 1.499 -1.383 2.329  0.016
78 H 1.632 -0.425 3.781  0.088
79 H 3.828 -0.897 1.698  0.109
80 H 3.769 -1.506 3.344  0.123
81 H 5.248 0.465 3.158  0.138
82 H 3.894 0.727 4.288  0.147
83 H 5.409 1.722 1.163  0.115
84 H 4.030 2.705 0.609  0.106
85 H 3.923 0.940 0.580  0.084
86 N -0.348 -13.018 -1.046  -0.603
87 O -0.975 -12.030 -1.472  0.042
88 O -0.866 -13.758 -0.228  0.168
89 O 0.782 -13.233 -1.450  0.182
90 F 2.260 -1.379 5.111  -0.664
91 Na 1.756 -2.611 1.526  0.744
92 K -6.420 -1.943 0.278  0.812
93 N 1.624 4.741 -3.689  -0.297
94 S 2.219 3.630 -2.762  0.468
95 O 2.961 4.076 -1.621  -0.311
96 O 2.671 2.427 -3.386  -0.294
97 F 0.858 3.138 -2.077  -0.212
98 S 2.736 5.531 -4.496  0.472
99 O 2.243 6.731 -5.069  -0.272
100 O 3.617 4.752 -5.298  -0.274
101 F 3.689 6.079 -3.341  -0.196
102 Ca -1.679 -8.498 -1.102  1.723

Charge: +2

Computed, not measured: C24H42Cl3GaN4O3SSi as an isolated structure, with ωB97M-V/def2-TZVPD.

Last column: Löwdin charge in e.
Element x y z (Å)
1 C -1.359 -1.903 -2.786  -0.049
2 C -0.938 -2.906 -1.761  -0.225
3 H -1.041 -2.195 -3.791  0.062
4 H -0.939 -0.912 -2.552  0.023
5 H -2.456 -1.798 -2.802  0.094
6 C -0.426 -4.117 -2.036  -0.119
7 C -0.283 -4.696 -3.403  -0.102
8 H -0.137 -4.785 -1.222  0.103
9 H -0.515 -3.981 -4.200  0.057
10 H -0.941 -5.567 -3.530  0.076
11 H 0.743 -5.054 -3.559  0.067
12 Ga -0.226 0.212 0.699  -0.363
13 Cl -2.374 0.358 1.277  0.219
14 Cl -0.183 1.252 -1.325  0.261
15 H 0.770 4.610 3.868  0.096
16 H -1.262 5.713 2.751  0.096
17 C 1.115 4.297 2.874  -0.008
18 C -0.866 5.358 1.790  -0.027
19 N -0.036 4.172 1.979  -0.162
20 H 1.643 3.342 2.933  0.098
21 C -0.320 3.042 1.355  -0.264
22 O 0.303 1.952 1.629  -0.152
23 H -1.696 5.096 1.127  0.096
24 H -1.116 3.058 0.600  0.113
25 H 1.783 5.082 2.498  0.100
26 H -0.288 6.179 1.350  0.096
27 H 1.622 -1.488 -2.709  0.091
28 H 2.512 -3.633 -1.393  0.085
29 C 2.461 -0.936 -2.260  -0.038
30 C 3.333 -2.947 -1.131  -0.051
31 N 2.863 -1.577 -1.025  -0.174
32 H 2.155 0.094 -2.067  0.047
33 C 2.860 -0.932 0.164  -0.317
34 O 2.276 0.145 0.382  -0.103
35 H 3.760 -3.242 -0.165  0.086
36 H 3.413 -1.473 0.963  0.141
37 H 3.302 -0.971 -2.967  0.091
38 H 4.100 -3.021 -1.915  0.088
39 O -0.031 -1.526 -0.084  -0.308
40 C -1.062 -2.428 -0.317  -0.391
41 C 0.208 -3.999 1.229  -0.081
42 C -1.007 -3.530 0.742  -0.190
43 H 1.133 -3.570 0.836  0.102
44 C 0.227 -4.981 2.227  -0.098
45 H -2.049 -1.936 -0.226  0.105
46 C -2.204 -4.063 1.223  -0.025
47 H 1.186 -5.277 2.653  0.099
48 C -0.966 -5.580 2.644  -0.115
49 C -2.183 -5.131 2.121  -0.091
50 H -3.137 -3.636 0.844  0.120
51 H -0.947 -6.393 3.374  0.095
52 H -3.122 -5.604 2.418  0.098
53 Si -0.291 4.907 -4.868  0.104
54 Cl -0.542 3.385 -6.273  0.283
55 C 1.544 4.957 -4.511  -0.221
56 C -1.378 4.401 -3.436  -0.223
57 C -0.853 6.507 -5.670  -0.223
58 H 1.899 3.979 -4.163  0.032
59 H 1.774 5.705 -3.743  0.029
60 H 2.102 5.215 -5.420  0.032
61 H -0.242 6.739 -6.551  0.031
62 H -0.764 7.341 -4.963  0.030
63 H -1.899 6.440 -5.993  0.030
64 H -1.066 3.429 -3.031  -0.015
65 H -2.420 4.312 -3.769  0.035
66 H -1.336 5.141 -2.627  0.025
67 C 0.116 -2.554 5.349  -0.023
68 N -0.338 -1.180 5.160  -0.131
69 C -1.030 -0.433 6.093  -0.051
70 C -1.327 0.760 5.505  -0.068
71 N -0.802 0.716 4.234  0.072
72 C -0.182 -0.480 3.998  -0.674
73 S 0.682 -1.032 2.671  0.864
74 H -0.402 -3.229 4.650  0.090
75 H 1.201 -2.618 5.172  0.091
76 H -0.123 -2.817 6.389  0.093
77 H -1.233 -0.824 7.075  0.118
78 H -1.840 1.626 5.878  0.112
79 H -0.908 1.430 3.524  0.104

Energy above the lowest of the compared OMol25 structures with the same formula, charge and spin: 0.000 eV

Computed, not measured: a 3-piece molecular cluster, C24H42Cl3N3O11S overall, with ωB97M-V/def2-TZVPD.

Last column: Löwdin charge in e.
Element x y z (Å)
1 C 3.715 -1.486 -0.988  0.032
2 C 3.782 -0.757 0.368  -0.474
3 O 3.861 -1.405 1.337  0.134
4 O 3.804 0.653 0.493  0.075
5 C 2.520 1.186 0.497  -0.426
6 O 1.664 0.591 -0.070  0.154
7 C 2.350 2.542 1.202  -0.007
8 C 1.185 2.590 2.228  -0.169
9 C 1.108 1.333 3.158  -0.318
10 C 2.256 1.374 4.201  -0.587
11 Cl 3.582 0.234 3.972  0.776
12 C 2.303 2.205 5.242  -0.663
13 C 3.484 2.116 6.231  -0.129
14 Cl 1.045 3.414 5.516  0.724
15 O -0.146 1.219 3.871  -0.208
16 S -1.301 0.760 2.823  0.639
17 O -2.628 0.843 3.356  -0.282
18 O -1.042 -0.618 2.470  -0.272
19 C -1.103 1.739 1.243  -0.595
20 Cl -2.780 2.205 0.778  0.720
21 C -0.215 2.972 1.575  -0.272
22 O -0.069 3.918 0.499  0.032
23 C -0.091 3.358 -0.692  -0.371
24 N -0.278 2.858 -1.678  0.218
25 H 4.649 -2.058 -1.132  0.101
26 H 3.459 -0.820 -1.831  0.066
27 H 2.895 -2.228 -0.890  0.106
28 H 2.310 3.324 0.421  0.139
29 H 3.292 2.727 1.765  0.139
30 H 1.404 3.441 2.909  0.119
31 H 1.246 0.371 2.615  0.137
32 H 4.398 2.550 5.785  0.087
33 H 3.682 1.065 6.526  0.068
34 H 3.265 2.654 7.177  0.075
35 H -0.663 1.027 0.522  0.099
36 H -0.755 3.517 2.382  0.166
37 C 1.109 2.459 -6.301  -0.113
38 O 1.454 1.371 -7.142  -0.199
39 C 2.407 1.713 -8.145  -0.216
40 C 3.714 0.975 -7.902  -0.214
41 N 4.394 1.493 -6.718  -0.053
42 C 5.531 0.681 -6.289  -0.200
43 C 5.233 -0.732 -5.782  -0.224
44 O 4.502 -0.763 -4.566  -0.187
45 C 3.092 -0.720 -4.720  -0.097
46 H 0.310 2.130 -5.637  0.090
47 H 1.962 2.768 -5.688  0.079
48 H 0.746 3.307 -6.887  0.087
49 H 2.566 2.793 -8.208  0.122
50 H 1.992 1.382 -9.102  0.120
51 H 4.364 1.097 -8.773  0.122
52 H 3.478 -0.091 -7.793  0.105
53 H 3.730 1.541 -5.955  0.068
54 H 6.017 1.230 -5.477  0.117
55 H 6.256 0.623 -7.107  0.117
56 H 6.195 -1.204 -5.560  0.119
57 H 4.759 -1.363 -6.542  0.110
58 H 2.756 -1.202 -5.641  0.092
59 H 2.737 0.312 -4.683  0.076
60 H 2.646 -1.248 -3.875  0.075
61 C -7.049 -5.337 3.828  -0.120
62 O -6.386 -4.426 4.686  -0.199
63 C -4.965 -4.473 4.567  -0.215
64 C -4.438 -3.168 3.993  -0.208
65 N -4.804 -3.028 2.587  -0.048
66 C -4.534 -1.698 2.040  -0.189
67 C -5.342 -0.529 2.605  -0.227
68 O -6.730 -0.586 2.296  -0.177
69 C -7.514 -1.329 3.212  -0.103
70 H -8.114 -5.300 4.059  0.087
71 H -6.913 -5.060 2.778  0.080
72 H -6.694 -6.359 3.993  0.086
73 H -4.632 -5.330 3.974  0.121
74 H -4.567 -4.595 5.579  0.119
75 H -3.349 -3.148 4.085  0.125
76 H -4.851 -2.349 4.596  0.107
77 H -5.793 -3.222 2.484  0.067
78 H -4.738 -1.755 0.967  0.121
79 H -3.468 -1.481 2.147  0.094
80 H -4.971 0.380 2.125  0.095
81 H -5.184 -0.385 3.679  0.109
82 H -7.120 -1.280 4.230  0.089
83 H -7.600 -2.369 2.891  0.070
84 H -8.520 -0.905 3.212  0.086

Structure (SMILES): CC(=O)OC(=O)C[C@H]1[C@@H](OC#N)[C@H](Cl)S(=O)(=O)O[C@@H]1/C(Cl)=C(/C)Cl.COCCNCCOC.COCCNCCOC

Computed, not measured: C24H42F6N2O8Y as an isolated structure, with ωB97M-V/def2-TZVPD.

Last column: Löwdin charge in e.
Element x y z (Å)
1 Y -2.159 1.682 1.378  1.869
2 C -3.319 -1.141 -0.013  -0.425
3 O -3.761 -0.227 -1.019  -0.130
4 O -3.139 -0.410 1.117  -0.276
5 C -4.163 -2.440 0.076  -0.542
6 F -3.828 -3.176 1.132  0.169
7 F -5.461 -2.073 0.172  0.145
8 F -4.028 -3.244 -1.001  0.127
9 C -4.019 -0.639 -2.373  -0.247
10 C -5.448 -0.297 -2.756  -0.057
11 H -6.139 -0.893 -2.165  0.078
12 H -5.676 0.765 -2.787  0.074
13 H -5.537 -0.649 -3.792  0.083
14 H -3.895 -1.712 -2.509  0.114
15 H -3.308 -0.072 -2.975  0.086
16 H -2.312 -1.401 -0.372  0.138
17 C 0.865 0.187 0.248  -0.415
18 O 0.103 -0.377 -0.787  -0.102
19 O 0.003 0.908 1.027  -0.281
20 C 1.739 -0.836 0.996  -0.500
21 F 2.811 -1.329 0.273  0.096
22 F 2.357 -0.250 2.043  0.132
23 F 1.078 -1.936 1.394  0.161
24 C 0.731 -1.041 -1.867  -0.242
25 C -0.391 -1.493 -2.798  -0.054
26 H -1.129 -2.116 -2.295  0.061
27 H -0.869 -0.690 -3.357  0.057
28 H 0.125 -2.126 -3.528  0.090
29 H 1.266 -1.914 -1.486  0.108
30 H 1.362 -0.352 -2.444  0.128
31 H 1.503 0.991 -0.152  0.161
32 O -0.824 3.450 2.036  -0.107
33 C 0.137 4.139 2.394  -0.480
34 O 0.849 4.879 1.606  0.071
35 C 0.622 4.867 0.162  -0.178
36 C 0.411 6.272 -0.332  -0.051
37 C 0.688 4.009 3.781  0.063
38 H -0.164 4.209 -0.207  0.090
39 H 1.558 4.421 -0.174  0.139
40 H 0.526 6.347 -1.418  0.087
41 H 1.280 6.867 -0.042  0.093
42 H -0.570 6.669 -0.089  0.088
43 H 0.189 3.113 4.146  0.094
44 H 0.349 4.843 4.402  0.110
45 H 1.763 3.949 3.914  0.108
46 O 6.333 0.692 5.749  0.095
47 C 5.431 -0.109 5.793  -0.555
48 O 4.979 -0.814 4.783  -0.005
49 C 5.304 -0.448 3.430  -0.213
50 C 5.222 -1.676 2.547  -0.058
51 C 4.632 -0.374 7.074  0.020
52 H 6.338 -0.104 3.410  0.120
53 H 4.601 0.323 3.116  0.114
54 H 5.654 -2.477 3.149  0.088
55 H 5.780 -1.477 1.637  0.086
56 H 4.169 -1.915 2.419  0.053
57 H 4.442 0.536 7.644  0.082
58 H 5.254 -0.995 7.718  0.088
59 H 3.649 -0.793 6.877  0.077
60 C -1.531 -5.333 -0.961  -0.104
61 C -0.133 -4.722 -0.975  -0.227
62 C 0.710 -5.095 0.274  -0.190
63 C 0.029 -5.298 1.532  -0.244
64 N -0.556 -5.385 2.516  0.157
65 H -1.406 -6.395 -0.716  0.084
66 H -2.083 -5.299 -1.897  0.073
67 H -2.185 -5.020 -0.146  0.058
68 H -0.109 -3.635 -1.038  0.067
69 H 0.341 -5.174 -1.845  0.110
70 H 1.638 -4.530 0.378  0.110
71 H 1.143 -6.069 0.005  0.122
72 C -1.841 2.932 -5.937  -0.082
73 C -2.105 2.241 -4.554  -0.220
74 C -1.071 2.697 -3.528  -0.161
75 C -1.508 2.415 -2.165  -0.146
76 N -1.795 2.230 -1.079  0.153
77 H -0.997 2.436 -6.415  0.077
78 H -1.654 3.996 -5.797  0.075
79 H -2.699 2.858 -6.601  0.077
80 H -2.114 1.161 -4.632  0.099
81 H -3.013 2.774 -4.271  0.117
82 H -0.981 3.791 -3.504  0.132
83 H -0.043 2.321 -3.543  0.138

Charge: +1

HOMO for every record listed, in sequence, given in eV: -9.144, -11.041, -7.646, -8.176, -11.569.
HOMO-LUMO gap for every record listed, in sequence, given in eV: 9.2163, 0.9814, 7.7869, 8.2925, 7.1893.